Density functional theory data (ωB97M-V/def2-TZVPD) for a cluster of 6 separate species, C49H68N8O5 in total.

The geometry in XYZ format:
```
130
Properties=species:S:1:pos:R:3:forces:R:3:mulliken_charge:R:1
H 4.0946 -1.1020 -6.5422 -0.202 0.184 -0.138 0.459
H -7.7988 7.5432 2.5157 0.040 -0.113 -0.011 0.289
H -2.4611 2.2953 -2.4015 -0.158 -0.060 0.125 0.089
C 0.8043 0.3200 -0.7852 -0.338 -0.010 0.419 0.284
H 6.3448 4.0901 -4.1470 -0.134 0.042 0.222 0.315
C -3.6046 -2.6409 3.7491 0.153 -0.044 0.305 -0.543
H -5.4772 1.4654 1.2569 0.012 -0.035 -0.003 0.543
C 0.4570 -0.4909 9.1258 0.268 0.104 -0.074 -0.422
O 7.5081 2.6883 -1.9434 -0.412 -0.082 0.202 -0.563
C -2.5240 -1.8082 4.4508 0.161 -0.081 -0.352 -0.379
C -9.3974 6.6586 4.6172 0.045 0.011 0.039 -1.137
C 1.5122 0.0101 8.1461 -0.047 0.034 0.025 -1.143
C -7.3266 7.6330 3.4960 -0.080 0.303 0.140 -0.433
H 1.9923 -0.8218 7.6273 -0.001 0.007 -0.012 0.303
H -2.9785 -0.9713 4.9670 -0.129 0.005 0.023 0.393
H -0.6398 -2.3246 -0.6159 -0.131 -0.230 -0.119 0.611
H -3.6747 3.5068 -2.9306 -0.040 -0.221 0.222 0.407
H 4.6163 -9.6729 -1.7063 -0.014 0.025 -0.024 0.344
C 0.6537 -0.8718 -1.4669 -0.283 -0.347 -0.140 -0.181
H 9.1072 0.7559 -2.6084 0.123 -0.056 0.308 0.413
N -2.0403 0.0572 6.7496 0.109 0.192 0.247 -0.453
H -3.1538 -3.4907 3.2322 -0.045 0.047 -0.119 0.309
H 5.3382 1.4005 -5.2081 -0.136 -0.173 0.078 -0.002
C 1.7647 2.2433 0.1307 -0.225 -0.911 -0.835 -0.462
H -1.3896 -0.8085 -0.9828 -0.026 -0.006 0.178 0.164
H -2.2894 5.2820 -2.5448 -0.007 0.094 0.092 0.436
H 1.0770 0.6742 7.3977 -0.013 -0.030 -0.017 0.346
H 4.2684 -2.2729 -2.6532 0.086 -0.082 0.114 0.729
N 2.3805 -7.4260 -1.0032 0.012 -0.223 0.149 -0.545
O -1.7803 -4.0957 -3.8431 0.200 0.223 0.110 -0.579
N -4.9998 -1.2378 2.0471 -0.020 -0.052 0.021 -0.467
C -0.7104 -1.5536 -1.3801 0.426 0.448 -0.270 -0.357
H -1.8719 -0.6157 2.7521 0.009 -0.025 -0.027 -0.079
C -2.6335 3.2062 -2.9756 0.453 0.246 -0.401 -0.934
C 2.7595 -10.6662 -2.2490 0.283 -0.073 -0.009 -0.416
H -6.3723 3.9038 1.2986 -0.011 -0.006 -0.117 0.358
C -4.3632 3.2560 1.7774 0.099 -0.359 -0.048 -0.518
H -0.6906 -0.7436 4.0511 -0.007 0.019 -0.015 0.380
C -5.3486 4.2663 1.1858 0.216 -0.123 0.003 -0.160
C 1.3946 -2.6850 -4.2659 0.136 -0.026 0.556 -0.114
C -1.4527 -1.2931 3.4974 -0.048 0.002 0.015 -0.683
H 5.1090 -0.7385 -2.4691 0.199 0.052 -0.202 0.027
C -4.3861 -1.8550 2.7956 0.008 -0.098 -0.073 0.297
H -9.9026 6.5506 3.6556 0.002 -0.013 0.000 0.305
C -0.1928 1.1259 0.0229 0.444 0.000 -0.969 -0.501
C 3.0091 -0.6351 -2.0986 0.090 -0.120 -0.265 0.372
H 2.1595 -9.1162 -3.6405 0.042 0.121 0.042 0.331
H 5.1108 3.1521 -2.1340 -0.143 0.204 -0.218 0.495
H 0.8744 -9.6686 -2.5848 -0.022 0.112 0.030 0.313
C -1.7199 4.3562 -2.5011 -0.367 -0.024 -0.209 -0.770
C -1.3336 -2.0697 -2.6900 -0.042 -0.163 1.201 -1.084
C 1.4023 -3.9259 -4.8785 -0.197 -0.052 -0.826 -0.773
H 3.9450 2.2181 -3.1139 0.072 0.123 -0.292 0.671
C 4.8219 2.1579 -2.4759 -0.058 -0.131 0.822 -1.170
H 4.8016 -11.3657 -2.1538 0.019 0.011 -0.010 0.329
H 0.9195 3.8298 -1.5107 0.289 -0.127 0.258 0.438
H 2.4560 -11.4844 -2.9041 -0.096 0.043 -0.007 0.308
H -4.2869 -3.0519 4.4957 -0.086 0.014 -0.073 0.315
H 1.1089 -1.7981 -4.8071 -0.010 0.047 -0.170 0.749
C 4.0316 -1.0120 -5.4870 0.315 -0.183 -0.371 -0.043
C 4.2083 -1.2030 -2.8525 -0.411 -0.059 0.523 -1.089
C 1.7945 -1.3392 -2.1549 -0.252 0.277 0.248 0.206
C 4.1172 -1.0611 -4.2966 0.098 0.202 0.219 -0.325
H 0.0052 0.3580 9.6415 -0.078 -0.044 0.002 0.301
H 0.9406 -1.1044 9.8882 -0.088 -0.049 0.013 0.307
C -8.3926 7.8046 4.5825 -0.254 -0.132 0.073 -0.417
H -4.2275 1.9000 0.0810 -0.020 -0.001 -0.008 0.097
N 0.3413 2.4586 0.0125 0.513 0.757 1.227 0.197
C 4.4206 1.3495 -1.2074 -0.097 -0.146 -0.424 -1.417
C 3.1395 0.5504 -1.3603 0.500 -0.046 0.095 0.399
N 5.9256 1.5298 -3.1983 -0.211 -0.078 0.174 0.536
H -7.9149 7.9010 5.5589 0.074 0.027 -0.041 0.304
H 6.1706 3.6976 -5.8279 -0.084 0.036 -0.090 0.446
C -6.4766 6.4683 3.7331 0.010 -0.015 -0.036 0.331
H -0.9119 4.4602 -3.2293 0.213 0.155 0.126 0.471
C -5.0768 4.5387 -0.2262 -0.132 -0.034 -0.014 0.250
H 2.2853 0.5680 8.6738 0.014 -0.003 -0.022 0.330
C 6.0349 1.9691 -4.5965 -0.238 0.391 -0.465 -0.388
N -4.8531 4.7581 -1.3315 -0.069 0.106 0.103 -0.519
H 4.2520 2.0218 -0.3737 0.171 0.151 0.008 0.663
H -0.9622 -2.1173 2.9727 -0.004 0.013 -0.021 0.309
C -0.6326 -1.3308 8.4525 0.067 -0.007 0.326 -0.409
C 1.7557 -2.6126 -2.9269 -0.301 -0.263 -0.392 0.492
H -2.0513 -2.4327 5.2121 -0.118 -0.054 0.032 0.168
H -3.3417 3.6285 1.6685 -0.031 0.077 0.006 0.238
H -6.6929 8.5208 3.4615 0.085 -0.066 -0.031 0.308
H 2.3916 -5.9297 -2.5277 0.001 0.199 -0.178 0.248
H -0.8475 -1.6397 -3.5545 -0.038 -0.106 -0.270 0.436
N 1.7560 -5.0809 -4.3237 0.032 0.162 0.434 -0.535
H 4.7280 3.7224 -4.8469 -0.077 0.064 0.265 0.290
C 2.0024 1.0077 -0.7299 0.287 0.257 0.498 0.274
H 2.3927 -3.8255 -1.2926 -0.037 -0.047 0.030 0.355
H 1.0874 -3.9658 -5.9168 0.048 -0.157 0.001 0.368
H -10.1567 6.8428 5.3768 -0.013 -0.018 -0.012 0.328
H 5.2517 0.7038 -0.9234 0.024 -0.101 0.059 0.584
H -1.9059 3.5690 -0.5279 -0.099 0.253 0.291 -0.034
C 4.2620 -10.4481 -2.3875 -0.032 -0.007 0.047 -1.145
C -1.4217 -0.5526 7.4999 -0.012 -0.073 -0.052 0.248
H 7.8268 -0.1495 -1.6952 0.186 -0.002 0.140 0.255
C -4.4714 1.8720 1.1461 0.054 0.188 -0.020 -0.581
H -1.3062 -1.7328 9.2115 -0.081 0.007 -0.073 0.325
C 1.9381 -9.4267 -2.6176 -0.134 -0.339 -0.021 -0.360
H -8.9241 8.7394 4.3958 0.086 0.038 -0.043 0.301
H -8.9123 5.7111 4.8567 0.013 -0.001 -0.035 0.347
H -5.2805 5.1982 1.7337 0.013 0.133 -0.075 -0.027
H 7.7956 -0.1105 -3.4477 0.124 -0.161 0.022 0.340
O 2.5128 2.8749 0.8096 0.088 0.260 -0.189 -0.585
N -5.8099 5.5518 3.9170 -0.092 0.099 0.214 -0.469
C 5.7823 3.4637 -4.8351 0.481 -0.152 -0.414 -1.264
H -0.1860 -2.1857 7.9409 -0.030 0.044 -0.104 0.267
H -2.3724 -1.7421 -2.7120 -0.091 0.039 -0.136 0.507
H -3.7783 1.1842 1.6248 -0.021 -0.040 -0.036 -0.187
O -1.0579 -4.3297 -1.7440 0.206 0.610 0.384 -0.517
C 2.1838 -8.3089 -1.7108 -0.010 0.031 -0.008 0.313
C 2.0947 -3.8201 -2.3362 0.418 0.044 1.073 -0.087
H -4.5577 3.1753 2.8470 -0.049 0.152 0.007 0.449
C 0.0737 3.2055 -1.2238 -1.226 0.711 -0.331 -0.606
C 7.1699 1.6834 -2.5203 0.727 0.137 0.018 0.601
H 2.5281 -10.9749 -1.2280 -0.078 0.037 -0.008 0.300
H -0.1136 2.5481 -2.0830 0.192 -0.350 0.149 0.312
C -1.1603 4.1198 -1.1002 0.380 -0.647 -0.469 -0.320
H 4.5233 -10.1541 -3.4057 0.007 0.012 0.005 0.307
C 2.1074 -5.0140 -3.0299 -0.178 0.210 -0.632 -0.329
C -1.3977 -3.5705 -2.8324 -0.104 -0.647 -0.969 0.500
H -2.4093 2.9668 -4.0153 -0.058 -0.081 -0.081 0.290
O -1.1763 0.7958 0.6087 -0.306 -0.088 -0.103 -0.411
H -0.2626 -4.8416 -1.9404 -0.162 -0.280 -0.167 0.349
C 8.0647 0.4655 -2.5618 -0.570 0.183 -0.869 -1.338
H -0.8669 5.0341 -0.5916 -0.187 0.069 0.162 0.392
H 7.0230 1.7536 -5.0027 0.176 -0.276 0.331 0.518
```
Positions in Å, forces in eV/Å.

The maximum force comes out at 1.531 eV/A. The calculation puts the energy at -2722.07829 Eh. The highest occupied orbital energy comes out at -9.06 eV. As for the SMILES: C#CCc1c(CCN(CC)C(C)=O)c2c(c(CCC(=O)O)c1-c1ccncc1)C(=O)N(CCCC)C2=O.CCCC#N.CCCC#N.CCCC#N.CCCC#N.CCCC#N. The calculation puts the LUMO energy at 0.10 eV.

Density functional theory data (ωB97M-V/def2-TZVPD) for an isolated molecule of C13H13N.

The geometry in XYZ format:
```
27
Properties=species:S:1:pos:R:3:forces:R:3:nbo_charge:R:1
C -0.8449 -0.7038 1.9895 3.725 -1.472 1.949 -0.247
C 0.5224 -0.8136 1.5089 1.971 1.338 0.297 -0.007
H -0.8738 -0.9615 3.0065 -0.767 -0.348 1.370 0.214
C -0.2035 0.2265 -0.5302 -0.467 2.619 -3.950 -0.016
H -2.9189 0.2834 1.5768 3.333 -2.213 -0.110 0.210
C 2.1726 -0.1236 0.0117 6.468 0.748 -5.041 -0.170
C 1.6298 -1.3374 2.2786 0.582 -0.566 0.441 -0.209
H 0.3793 1.9587 -1.4840 -0.984 -0.349 -1.998 0.218
H 0.6194 0.4987 -2.5969 0.956 0.051 -0.058 0.193
C -0.0773 1.0383 -1.9828 1.374 -2.183 2.173 -0.234
H -3.5174 0.9156 0.0744 2.025 0.111 -3.408 0.189
C 3.2873 -0.8537 0.4548 -5.652 -0.335 4.604 -0.210
H -2.9956 2.3048 -2.5363 -0.021 -1.007 -0.487 0.199
H 3.5626 -2.2134 2.2305 0.629 0.167 0.158 0.211
C 0.9124 -0.0736 0.2880 -5.585 -3.346 4.295 -0.097
C 2.9488 -1.5052 1.7058 -1.149 0.834 -0.986 -0.204
H -1.3211 0.1724 -3.2545 -1.499 -1.065 -0.556 0.406
H -3.2465 -0.1786 -1.4769 0.952 1.245 0.857 0.209
C -2.1593 1.7416 -2.0820 -6.596 3.398 6.226 -0.186
C -1.4767 0.1949 -0.1436 -2.248 -0.907 2.818 -0.053
H 1.5765 -1.6781 3.4114 -0.490 0.450 -2.654 0.220
H -1.7451 2.7078 -1.4485 -0.056 -2.606 -1.668 0.193
N -1.3252 1.0347 -2.7921 7.366 1.457 -0.389 -0.654
H 2.4169 0.3130 -0.9660 -0.103 0.280 0.069 0.186
C -2.7030 0.6735 -0.9098 -1.785 0.335 0.854 -0.436
C -1.7933 -0.2086 1.2814 -4.658 3.793 -3.743 -0.144
H 4.0488 -0.8973 -0.2131 2.679 -0.428 -1.062 0.220
```
Positions in Å, forces in eV/Å.

The maximum force comes out at 9.686 eV/A. The calculation puts the energy at -557.71595 Eh. For the relative energy (zero: lowest compared OMol25 entry of this formula, charge and spin), the calculation gives 4.784 eV. The highest occupied orbital energy comes out at -8.01 eV. As for the SMILES: c1ccc2c3c(ccc2c1)CCNC3. The calculation puts the LUMO energy at 0.60 eV.

Density functional theory data (ωB97M-V/def2-TZVPD) for a cluster of 2 separate species, C5H14N in total.

The geometry in XYZ format:
```
20
Properties=species:S:1:pos:R:3:forces:R:3:nbo_charge:R:1
N -0.7832 0.6586 -0.6763 -0.571 0.424 3.781 0.089
H 2.0207 0.6068 -0.7887 -1.511 5.104 -2.105 0.186
C -2.2668 -0.3283 1.0880 -1.338 0.471 0.823 -0.588
H -0.2249 0.5663 1.3316 -0.349 1.231 0.127 0.397
H 0.3715 4.4183 -1.3987 0.651 0.655 0.752 0.021
C 2.3666 -0.2372 -0.4577 -1.133 -6.078 0.285 -0.569
H -0.0221 4.0133 -1.8334 -0.659 -0.679 -0.747 -0.020
H -2.3754 -0.9312 2.0836 0.830 0.984 -2.071 0.300
C -0.0077 -1.2683 0.5444 2.059 0.634 -2.100 -0.425
H -0.6424 -2.1189 0.3979 -0.529 -0.616 0.182 0.254
H 0.4819 -1.0506 -1.5236 0.788 -0.342 -0.108 0.212
H 0.5055 -1.3408 1.4674 0.438 -0.567 1.216 0.234
H 2.6107 -0.1122 0.5648 0.561 -0.290 1.016 0.208
H -2.7852 -0.7846 0.2273 0.242 -0.271 0.696 0.251
H -1.3450 1.5236 -0.4959 -0.083 -0.179 -0.633 0.352
H 3.1657 -0.6174 -1.0982 -0.047 0.169 0.384 0.245
H -2.7312 0.6271 1.2265 -0.732 0.475 0.421 0.230
C 1.0726 -1.2949 -0.6292 -0.096 1.062 1.604 -0.389
H 1.4186 -2.3223 -0.6304 0.236 -0.005 -0.328 0.235
C -0.8300 -0.0074 0.6005 1.245 -2.181 -3.196 -0.223
```
Positions in Å, forces in eV/Å.

The maximum force comes out at 6.189 eV/A. The calculation puts the energy at -253.14859 Eh. The charge is +1. For the relative energy (zero: lowest compared OMol25 entry of this formula, charge and spin), the calculation gives 7.338 eV. The highest occupied orbital energy comes out at -15.58 eV. The calculation puts the LUMO energy at -9.43 eV.